(1)
A molecular structure, C20H50NO2P2ScSi4. Source: the OMol25 dataset; level of theory: wB97M-V/def2-TZVPD.

Output
**Lowest unoccupied orbital energy**: -6.194 eV

```
! wB97M-V def2-TZVPD RIJCOSX def2/J DEFGRID3
* xyz 2 1
C 1.45 2.36 2.20
H 1.67 2.22 1.12
C -1.51 3.02 2.00
H -4.65 0.48 4.18
H -2.11 -2.35 5.63
H -2.64 -3.07 2.57
H 3.49 -3.01 0.34
H -3.83 -1.92 5.51
H -3.03 -1.44 -0.69
H 2.29 0.45 -1.54
H 1.77 2.71 -2.20
H 3.14 -1.12 -1.73
C -2.80 -1.53 5.41
C 2.62 -0.78 4.08
C -1.38 -2.11 -3.07
H 2.24 1.87 2.77
H -4.79 1.29 -1.05
H -4.55 0.36 0.48
H -0.16 -3.23 -4.41
C -4.17 1.19 -0.14
C 3.94 -0.29 0.83
H -2.50 2.86 2.42
C 1.03 -2.11 -3.02
C -3.71 0.72 3.65
H 4.16 0.52 0.12
H -0.68 5.12 -1.47
H -0.50 -3.35 4.64
C -2.64 -0.71 -1.42
H -1.46 1.80 -2.64
H 3.00 -1.23 3.16
H 2.77 0.31 4.04
H -1.27 1.82 5.18
Sc 0.11 0.63 0.27
H -2.67 -0.74 6.17
P -2.43 0.90 -0.56
H -3.37 -1.85 1.47
P 2.24 -0.89 0.53
H 0.67 -3.47 3.30
C -3.30 -2.19 2.51
H -3.40 -0.62 -2.22
H 2.60 -2.88 1.92
C 2.24 -0.64 -1.30
H 0.84 0.32 6.40
H -2.07 3.08 -1.56
H -1.23 4.07 2.19
H 0.48 3.16 -1.50
Si -0.53 -0.43 2.64
H 3.19 -1.17 4.94
H 4.66 -1.11 0.67
H -4.30 -2.49 2.87
H -2.34 -2.42 -3.47
H -3.95 1.07 2.64
H -0.02 4.42 -0.22
C 0.51 -3.09 4.32
H 2.01 -2.44 -3.39
C 0.63 -0.74 6.22
H -3.21 2.14 -2.54
C -0.17 -2.55 -3.58
O 1.11 2.36 -1.56
C -0.42 2.33 4.70
H 4.01 0.08 1.86
Si 0.80 -1.23 4.40
H -0.36 -0.96 6.65
C 1.00 -1.21 -1.97
H 0.48 2.08 5.27
O -0.47 4.25 -1.10
Si -2.63 -0.84 3.65
Si -0.25 1.92 2.87
C -2.28 2.08 -1.97
H -1.60 2.89 0.91
H 1.54 3.44 2.38
H 1.72 -3.28 0.44
H -4.25 2.11 0.46
C -1.36 -1.22 -2.01
H -0.58 3.41 4.82
C 2.55 -2.68 0.84
H -3.24 1.54 4.20
H 1.38 -1.32 6.77
N -0.19 -0.78 -1.46
H 1.23 -3.56 5.01
*
```



(2)
C5H8N2 in the gas phase. Source: the OMol25 dataset; level of theory: wB97M-V/def2-TZVPD.

Output
**SMILES string**: CN1CC=CC=N1
**Lowest unoccupied orbital energy**: 0.875 eV
**Energy above the lowest of the compared OMol25 structures with the same formula, charge and spin**: 195.4 kJ/mol

```
! wB97M-V def2-TZVPD RIJCOSX def2/J DEFGRID3
* xyz 0 1
H -2.71 -1.06 -0.07
C -2.07 -0.59 0.70
H 0.18 -1.91 0.07
H -0.77 -1.53 -1.36
N -0.89 -0.09 0.08
C 1.17 -0.43 -1.13
H -2.66 0.25 1.10
H 1.68 -0.99 -1.91
C -0.08 -1.07 -0.60
C 0.96 1.18 0.54
H 1.45 1.97 1.07
N -0.21 0.80 0.89
H -1.89 -1.28 1.52
H 2.63 1.11 -0.79
C 1.66 0.66 -0.58
*
```



(3)
A molecular structure, C40H43N7ReS3. Source: the OMol25 dataset; level of theory: wB97M-V/def2-TZVPD.

Output
**Lowest unoccupied orbital energy (alpha / beta)**: -11.531 / -11.287 eV

```
! wB97M-V def2-TZVPD RIJCOSX def2/J DEFGRID3
* xyz 4 2
H 0.36 -4.37 -0.83
C 2.95 4.40 -2.48
C 1.55 3.70 4.25
N -0.79 1.65 0.15
N 0.16 -2.04 0.48
S -1.56 1.06 -1.12
H 3.48 5.08 -3.13
H -2.81 -5.20 1.66
H -0.29 -0.19 -3.39
Re -1.29 -2.24 -0.65
H 0.57 0.81 -5.49
C -0.30 -0.50 3.08
H -2.56 -4.68 -3.67
C -5.00 2.20 0.56
H 0.39 3.24 -5.87
H -0.66 4.69 -4.17
H -1.04 2.99 2.18
H 2.07 5.97 -1.31
H 3.04 -1.21 3.26
C -5.79 2.45 -0.56
C 2.89 -3.26 1.17
C 5.25 -3.23 0.70
H -1.84 -2.52 -3.27
H -3.28 -2.56 -2.55
N -2.63 -3.34 0.64
C 3.07 3.03 -2.67
C -0.53 -0.26 4.43
H -3.60 -3.07 0.48
C -2.52 -4.83 0.68
H 3.13 1.93 1.83
H -3.57 1.77 -3.02
H -0.26 -4.69 -2.87
C 3.96 -1.22 0.39
C 2.15 4.91 -1.46
C -0.56 3.63 -3.99
H 0.89 4.43 0.21
C 0.25 3.67 3.76
N -0.66 -4.37 -0.84
S 1.29 -1.12 0.97
C 2.84 -1.92 0.79
H -6.81 2.78 -0.43
H 3.69 2.65 -3.47
H 3.59 3.11 3.95
H 2.50 1.08 -1.97
S 0.78 1.63 0.34
H 4.19 -4.95 1.40
C -2.37 -4.41 -2.63
C -1.04 -4.96 -2.16
H -3.21 -4.78 -2.05
C 5.17 -1.89 0.33
C -3.19 1.66 -0.90
N 1.50 0.25 0.17
C 4.11 -3.91 1.11
C 0.02 2.81 -4.95
C -1.09 -5.17 0.35
H -2.42 -2.97 1.57
H 2.59 -0.78 5.65
H 6.06 -1.36 0.01
C -0.36 0.88 -3.56
C -0.04 3.00 2.58
H -1.52 0.01 4.76
H -5.91 2.49 -2.70
H -3.05 1.63 1.26
C 2.05 -0.94 3.59
H -0.95 -6.24 0.17
C -0.94 1.71 -2.62
C -5.28 2.29 -1.84
C 0.51 -0.36 5.34
H -1.06 -6.05 -2.11
H 6.20 -3.74 0.66
C -3.97 1.88 -2.03
H 0.32 -0.18 6.39
C 2.41 2.14 -1.83
H -5.41 2.34 1.55
C 1.79 -0.70 4.93
N -2.33 -2.93 -2.48
H 2.01 -3.78 1.52
H -1.10 -0.41 2.36
C 2.32 2.40 2.38
C 2.58 3.07 3.57
C 1.63 2.67 -0.81
C -1.05 3.09 -2.81
C 1.49 4.04 -0.61
H -0.44 -4.88 1.17
H 1.76 4.23 5.17
H -1.53 3.72 -2.07
C 0.13 1.44 -4.74
C 1.01 2.37 1.91
H -0.54 4.18 4.29
C 0.99 -0.84 2.68
H -3.23 -5.25 -0.04
C -3.68 1.80 0.40
H 3.90 -0.17 0.10
N -1.54 -0.49 -1.20
*
```



(4)
A molecular structure, C22H51BN4O2Si2Ti. Source: the OMol25 dataset; level of theory: wB97M-V/def2-TZVPD.

Output
**Lowest unoccupied orbital energy (alpha / beta)**: -3.230 / -3.211 eV
**Energy above the lowest of the compared OMol25 structures with the same formula, charge and spin**: 122.0 kJ/mol

```
! wB97M-V def2-TZVPD RIJCOSX def2/J DEFGRID3
* xyz 1 2
O -5.06 -1.33 -4.92
B 2.33 -0.15 2.93
C -0.74 -1.68 4.51
N 1.80 1.25 2.40
H 2.60 -0.41 -5.62
C -2.45 2.73 -3.55
C -0.69 -3.40 0.10
C -5.27 -0.01 -6.88
H -1.01 -3.20 1.13
H -4.28 -0.80 -3.02
H -1.15 -2.03 -2.79
H -1.34 -1.97 5.36
C 1.97 -3.87 1.52
N 0.99 -0.99 3.32
H -5.23 1.00 -7.30
H 2.88 -1.44 -0.57
C 2.46 -1.23 -4.89
H -5.83 -3.38 -3.59
H -4.16 0.57 -5.11
H 1.30 -1.07 -1.36
Ti 1.21 -0.58 1.21
H 0.73 4.29 2.90
H 0.19 3.84 -1.27
H 1.21 -0.24 -3.42
H 1.78 -4.95 1.60
H -1.01 -4.41 -0.17
C 0.57 -1.23 4.57
C -5.09 0.02 -5.38
H 2.40 -3.98 -2.13
H -0.98 0.83 -1.50
H 3.09 -0.06 3.84
H -1.81 -3.80 -4.72
C -1.80 1.35 -0.97
C -3.65 3.42 -0.67
H 2.31 -5.32 -0.95
H -2.64 0.67 -0.96
Si 1.19 -3.28 -0.09
H -5.93 0.57 -4.91
H -0.61 4.87 -2.51
H -1.59 2.23 -4.02
H -1.42 1.47 0.07
C 1.78 -1.56 -0.49
H 2.53 -2.19 -5.42
C 1.75 -4.49 -1.41
H 3.29 -1.18 -4.18
H -4.12 -3.27 -3.17
H -0.60 -2.92 -5.66
N 0.83 1.37 1.38
H -4.46 2.73 -0.93
H -3.99 4.46 -0.80
H -1.96 -2.04 -4.87
H -4.50 -0.61 -7.37
H -2.63 3.67 -4.08
C -0.53 -2.72 -3.40
H 0.34 -0.82 -4.88
H -3.39 3.26 0.39
H -0.50 3.00 0.88
C 0.94 3.30 2.55
H -1.21 -2.69 -0.55
C 0.30 2.63 1.49
H -5.31 -2.89 -1.96
C -5.10 -2.79 -3.03
C -0.75 4.34 -1.55
H -3.33 2.08 -3.70
C -1.23 -2.86 -4.76
H 0.91 -4.94 -1.97
C 1.87 2.40 3.08
C -1.13 -1.69 3.19
H 2.89 -0.73 1.98
H -0.47 -3.73 -2.93
H 1.23 -1.04 5.42
N -0.09 -1.29 2.42
H -1.02 5.07 -0.77
H 3.06 -3.72 1.51
H 2.55 2.52 3.91
H -2.08 -1.96 2.76
H 1.57 -3.40 2.43
H -6.25 -0.46 -7.09
O 0.78 -2.17 -3.30
H -6.06 -0.87 -3.15
C 1.14 -1.05 -4.15
Si -2.14 3.03 -1.72
C -5.12 -1.35 -3.48
*
```



The following maximum force values (in hartree/bohr) correspond, in order, to the records above: 0.043; 0.041; 0.011; 0.112.
The following calculated total energy values (in hartree) correspond, in order, to the records above: -3598.31620; -304.76106; -3204.63455; -2691.40890.